Entry from the OMol25 dataset: a cluster of 14 separate species, C59H80FI2N14O in total (ωB97M-V/def2-TZVPD).

The value obtained for the frontier orbital gap is 5.112 eV. The HOMO energy comes out at -8.7 eV. The calculation puts the total energy at -3832.79891 a.u.

ORCA input file:
```
! wB97M-V def2-TZVPD RIJCOSX def2/J DEFGRID3
* xyz 1 1
C 10.444 -1.598 4.485
C 9.916 -1.309 3.086
O 9.643 -2.573 2.507
C 8.767 -0.301 2.926
N 7.763 -0.022 4.040
C 6.734 0.935 3.516
F 8.489 0.710 4.987
C 7.219 -1.225 4.826
I 5.679 -0.602 6.156
C 6.887 -2.441 3.946
C 6.027 -2.190 2.712
I 5.857 -3.876 5.143
H 9.848 -2.370 4.978
H 11.453 -1.999 4.403
H 10.475 -0.705 5.108
H 10.728 -0.834 2.521
H 9.343 -2.485 1.602
H 8.160 -0.533 2.052
H 9.188 0.690 2.745
H 6.450 1.582 4.340
H 5.898 0.352 3.143
H 7.191 1.512 2.714
H 8.031 -1.467 5.506
H 7.818 -2.953 3.709
H 6.562 -1.678 1.910
H 5.695 -3.142 2.299
H 5.121 -1.633 2.963
N 2.558 -0.805 3.522
C 1.789 0.222 4.003
C 0.766 0.426 3.123
C 0.917 -0.519 2.070
C 2.023 -1.275 2.346
H 3.388 -1.145 3.963
H 2.036 0.717 4.926
H -0.006 1.171 3.225
H 0.290 -0.618 1.200
H 2.479 -2.090 1.809
N 10.956 2.146 -0.594
C 10.282 3.279 -0.957
C 8.941 3.033 -0.844
C 8.796 1.690 -0.398
C 10.059 1.174 -0.253
H 11.954 2.045 -0.590
H 10.810 4.163 -1.269
H 8.150 3.727 -1.070
H 7.867 1.167 -0.231
H 10.397 0.194 0.044
N -1.851 -0.510 -0.518
C -1.370 -0.850 -1.753
C -1.583 0.218 -2.586
C -2.221 1.237 -1.823
C -2.369 0.756 -0.551
H -1.837 -1.103 0.292
H -0.919 -1.810 -1.934
H -1.311 0.266 -3.628
H -2.535 2.206 -2.171
H -2.801 1.201 0.328
N -1.501 -1.118 7.387
C -0.787 -1.296 6.233
C -1.660 -1.195 5.184
C -2.954 -0.952 5.726
C -2.819 -0.906 7.088
H -1.119 -1.130 8.314
H 0.275 -1.474 6.256
H -1.397 -1.284 4.144
H -3.873 -0.827 5.178
H -3.547 -0.742 7.864
N -4.028 -0.926 -4.747
C -3.358 -1.113 -5.923
C -4.253 -0.953 -6.952
C -5.514 -0.656 -6.365
C -5.339 -0.647 -5.007
H -3.609 -0.975 -3.834
H -2.304 -1.346 -5.917
H -4.047 -1.042 -8.006
H -6.439 -0.470 -6.884
H -6.037 -0.464 -4.208
N -1.287 -0.022 -8.454
C -0.795 -1.046 -9.214
C -0.165 -0.495 -10.301
C -0.283 0.918 -10.192
C -0.975 1.176 -9.038
H -1.809 -0.120 -7.599
H -0.937 -2.074 -8.924
H 0.317 -1.044 -11.092
H 0.080 1.656 -10.888
H -1.290 2.104 -8.589
N 3.520 1.343 0.434
C 4.074 1.009 -0.774
C 3.909 2.073 -1.620
C 3.223 3.086 -0.895
C 2.996 2.605 0.366
H 3.464 0.739 1.235
H 4.529 0.046 -0.934
H 4.232 2.117 -2.646
H 2.924 4.053 -1.262
H 2.503 3.047 1.215
N -4.288 1.480 -10.113
C -5.135 2.429 -9.618
C -6.224 2.495 -10.447
C -6.020 1.549 -11.489
C -4.812 0.942 -11.255
H -3.402 1.219 -9.715
H -4.901 2.970 -8.717
H -7.071 3.149 -10.323
H -6.677 1.344 -12.318
H -4.282 0.183 -11.806
N 2.230 -4.800 8.448
C 1.543 -3.638 8.221
C 0.211 -3.898 8.397
C 0.090 -5.270 8.748
C 1.352 -5.799 8.775
H 3.225 -4.906 8.391
H 2.057 -2.729 7.954
H -0.583 -3.183 8.285
H -0.821 -5.806 8.954
H 1.695 -6.795 8.991
N -0.069 4.582 6.745
C 1.198 4.121 6.962
C 1.189 2.769 6.741
C -0.138 2.401 6.375
C -0.888 3.546 6.390
H -0.357 5.539 6.839
H 1.992 4.787 7.254
H 2.040 2.115 6.839
H -0.498 1.413 6.134
H -1.931 3.707 6.178
N -6.697 1.297 2.491
C -7.578 0.587 1.719
C -6.852 -0.261 0.929
C -5.480 -0.055 1.235
C -5.416 0.910 2.203
H -6.941 1.997 3.166
H -8.642 0.740 1.788
H -7.259 -0.953 0.210
H -4.639 -0.561 0.791
H -4.576 1.353 2.711
N -10.551 2.848 3.085
C -11.520 2.098 2.474
C -12.699 2.785 2.567
C -12.431 3.998 3.261
C -11.098 4.007 3.567
H -9.588 2.587 3.169
H -11.293 1.145 2.028
H -13.649 2.457 2.181
H -13.137 4.773 3.505
H -10.497 4.736 4.082
N -5.760 -2.319 -10.591
C -4.517 -2.874 -10.456
C -4.626 -4.217 -10.705
C -5.991 -4.482 -11.002
C -6.662 -3.291 -10.922
H -5.976 -1.343 -10.469
H -3.661 -2.270 -10.201
H -3.818 -4.929 -10.678
H -6.428 -5.436 -11.246
H -7.701 -3.055 -11.075
*
```